Run one
Below is C9H11ClS in the gas phase, with properties calculated with the ωB97M-V functional and the def2-TZVPD basis.

HOMO ... -8.8866 eV
Charge ... 0
SMILES ... C[C@H]1[C@H](C)C1(Cl)c1cccs1
Orbital gap ... 9.119 eV

Positions of all 22 atoms, in Å:
C1 -1.88185 0.73957 2.21097
C2 -0.83353 0.05984 1.32350
C3 -1.13254 -0.22736 -0.09591
C4 -0.83238 -1.53824 -0.79818
C5 -0.08329 0.76993 0.21284
Cl1 -0.58983 2.68149 -0.13597
C6 1.29983 0.56141 -0.13316
C7 1.89405 0.86252 -1.28909
C8 3.30809 0.78966 -1.24911
C9 3.80312 0.42004 -0.00028
S1 2.49726 0.27070 1.13474
H1 -2.63370 1.07565 1.60764
H2 -1.32592 1.57761 2.75609
H3 -2.20427 0.01005 2.99388
H4 -0.09610 -0.60012 1.93579
H5 -2.01010 0.20471 -0.41086
H6 -0.63437 -1.49927 -1.88899
H7 -1.68697 -2.19726 -0.64863
H8 0.10583 -1.99345 -0.35236
H9 1.50456 1.49349 -2.03753
H10 3.97213 0.88236 -2.16344
H11 4.80313 0.52560 0.28593

=====

Run two
Below is 2 unconnected molecules or ions with the total composition C9H11ClS, with properties calculated with the ωB97M-V functional and the def2-TZVPD basis.

HOMO (alpha / beta) ... -8.0982 / -8.1009 eV
Charge ... 0
Orbital gap (alpha / beta) ... 6.521 / 6.524 eV

Positions of all 22 atoms, in Å:
C1 -2.84521 0.27693 -1.20602
C2 -2.08025 -0.66082 -0.46827
C3 -2.73529 1.56300 -0.73997
C4 -0.96061 0.09839 0.17603
C5 1.67408 0.49653 0.57193
C6 1.43296 -0.99328 0.26061
C7 0.31422 -0.14274 0.48073
C8 2.18516 1.08512 1.77407
C9 1.69477 -1.54871 -1.23935
S1 -1.49005 1.87698 0.24574
Cl1 -4.00321 -1.71522 0.69106
H1 -3.70569 -0.02810 -1.81466
H2 -2.08199 -1.69386 -0.67882
H3 -3.31934 2.48759 -0.87085
H4 1.80330 1.24340 -0.32449
H5 1.88129 -1.70487 1.02552
H6 3.26783 1.38452 1.91369
H7 2.10969 0.50079 2.71247
H8 1.60266 2.08940 2.00575
H9 0.69690 -1.82867 -1.63310
H10 2.53232 -2.26823 -1.20930
H11 2.02645 -0.51817 -1.67277

=====

run one ends up most stable, edging out the next structure by 2.803 eV.

=====

Run one
Below is 3 unconnected molecules or ions with the total composition C2H12N2O2, with properties calculated with the ωB97M-V functional and the def2-TZVPD basis.

HOMO ... -9.2897 eV
Charge ... 0
SMILES ... CNCN.O.O
Orbital gap ... 9.785 eV

Positions of all 18 atoms, in Å:
C1 1.74590 1.47971 1.07524
N1 0.70465 0.81122 0.27750
C2 -0.56893 1.54690 0.41436
N2 -1.55850 1.14665 -0.49705
H1 2.10315 2.32935 0.58783
H2 1.51876 1.68764 2.25560
H3 2.52772 0.68451 1.11080
H4 0.56227 -0.13098 0.91857
H5 -0.29214 2.54017 0.27081
H6 -0.95594 1.38432 1.59663
H7 -1.21909 0.74688 -1.41652
H8 -2.12200 0.36448 -0.12229
O1 -0.42883 -2.04965 0.75233
H9 -1.11304 -1.61064 0.34987
H10 -0.75715 -2.87629 0.75815
O2 -0.17892 -3.01290 -2.77982
H11 -0.05137 -2.43953 -1.98156
H12 0.08346 -2.60185 -3.57046

=====

Run two
Below is 3 unconnected molecules or ions with the total composition C2H12N2O2, with properties calculated with the ωB97M-V functional and the def2-TZVPD basis.

HOMO ... -9.8655 eV
Charge ... 0
SMILES ... NCCN.O.O
Orbital gap ... 10.311 eV

Positions of all 18 atoms, in Å:
N1 -1.82990 -1.93167 0.77129
C1 -0.74055 -0.93692 0.26312
C2 0.76117 -0.93416 0.30782
N2 1.19899 0.16975 -0.51885
H1 -1.50691 -2.88496 0.51362
H2 -1.86607 -1.89450 1.83484
H3 -0.99320 -0.84707 -0.77162
H4 -0.96193 -0.02843 0.78546
H5 1.24816 -1.90684 -0.08756
H6 1.02675 -1.06426 1.42437
H7 2.17767 0.34199 -0.29769
H8 0.58177 0.96453 -0.17036
O1 -0.58616 3.84100 1.79741
H9 -0.37966 3.13402 1.23034
H10 -0.85947 4.70796 1.56799
O2 0.64560 -0.56023 -3.03325
H11 0.88548 -0.24163 -2.10359
H12 1.19826 0.07145 -3.51335

=====

run two ends up most stable, edging out the next structure by 0.486 eV.

=====

Run one
Below is a gas-phase ion, C5H6N (charge +1), with properties calculated with the ωB97M-V functional and the def2-TZVPD basis.

HOMO ... -14.1013 eV
Charge ... +1
SMILES ... C=C=C1[C@H]2[NH2+][C@@H]12
Orbital gap ... 10.404 eV

Positions of all 12 atoms, in Å:
C1 -1.90574 -0.35239 1.31492
C2 -1.51155 0.40021 0.34192
C3 -0.54753 0.38067 -0.50031
C4 0.61315 0.48632 -1.35663
N1 1.59983 0.46488 -0.26111
C5 0.56130 -0.58605 -0.32433
H1 -1.83590 -0.01843 2.33994
H2 -2.63804 -1.13367 1.16306
H3 0.81724 0.60301 -2.40040
H4 2.56908 0.22596 -0.48139
H5 1.53476 1.16957 0.48419
H6 0.74339 -1.64006 -0.31986

=====

Run two
Below is a molecular structure, C5H6N, with properties calculated with the ωB97M-V functional and the def2-TZVPD basis.

HOMO (alpha / beta) ... -14.7107 / -14.7110 eV
Charge ... +1
Orbital gap (alpha / beta) ... 7.249 / 7.250 eV

Positions of all 12 atoms, in Å:
C1 -1.00231 -0.15478 1.68529
C2 0.41288 0.10348 -0.30108
C3 1.39939 0.39545 -1.27868
C4 -1.00073 -0.56955 -0.52772
C5 0.69004 0.40420 1.00089
N1 -1.50657 -0.68764 0.71669
H1 -1.33523 -0.18758 2.68489
H2 1.80119 1.36902 -1.06884
H3 1.61048 -0.03296 -2.20546
H4 -1.54464 0.00588 -1.23909
H5 -1.09803 -1.48266 -1.02264
H6 1.57353 0.83714 1.55574

=====

run two ends up most stable, edging out the next structure by 0.647 eV.

=====

Run one
Below is a molecular structure, C32H25CoN10O2S, with properties calculated with the ωB97M-V functional and the def2-TZVPD basis.

Multiplicity ... 2
HOMO (alpha / beta) ... -10.5654 / -10.6058 eV
Charge ... +1
Orbital gap (alpha / beta) ... 7.100 / 7.144 eV

Positions of all 71 atoms, in Å:
Co1 -0.02977 1.54123 0.40882
O1 -1.28004 0.62653 4.13040
C1 -1.09820 0.79744 2.94786
N1 -0.17474 1.61084 2.32846
C2 0.72348 2.35447 3.05401
O2 0.87368 2.40431 4.25429
C3 1.63840 3.16929 2.15518
C4 2.62559 3.96539 2.71243
C5 3.45400 4.68144 1.86450
C6 3.26629 4.57761 0.49361
C7 2.25386 3.75842 0.02326
N2 1.45559 3.06964 0.83593
C8 -1.96670 0.07281 1.93796
C9 -3.02792 -0.70818 2.36477
C10 -3.81749 -1.32856 1.41132
C11 -3.52200 -1.13874 0.06843
C12 -2.43381 -0.35336 -0.26909
N3 -1.66372 0.23223 0.64623
H1 2.71374 4.00050 3.78905
H2 4.23553 5.31355 2.26462
H3 3.88974 5.12047 -0.20255
H4 2.07087 3.64884 -1.03986
H5 -3.20573 -0.80285 3.42657
H6 -4.65066 -1.95233 1.70741
H7 -4.11702 -1.59862 -0.70791
H8 -2.15481 -0.19837 -1.30532
N4 3.28893 -1.17557 0.92249
C13 2.30363 -0.31227 1.18029
N5 1.51478 0.17993 0.28040
C14 1.71399 -0.13584 -1.05588
N6 1.02315 0.44708 -1.99447
N7 0.15186 1.36763 -1.45440
C15 -0.53466 2.11054 -2.23700
C16 -1.40657 3.08835 -1.57421
C17 -2.21834 3.97210 -2.26304
C18 -2.99748 4.86014 -1.53189
C19 -2.93468 4.83189 -0.15093
C20 -2.09243 3.91246 0.46375
N8 -1.34595 3.06288 -0.22701
C21 2.74489 -1.10287 -1.39945
C22 2.96416 -1.53434 -2.71147
C23 3.95451 -2.45124 -2.97929
C24 4.74831 -2.94880 -1.94172
C25 4.54990 -2.53472 -0.64284
C26 3.54105 -1.61251 -0.37707
H9 3.86999 -1.50101 1.67958
H10 2.15300 -0.02984 2.21743
H11 -0.45966 2.02252 -3.31537
H12 -2.23935 3.96485 -3.34420
H13 -3.64396 5.56339 -2.03897
H14 -3.52543 5.50608 0.45226
H15 -2.01001 3.85157 1.54258
H16 2.34467 -1.12839 -3.49936
H17 4.12417 -2.78639 -3.99286
H18 5.52711 -3.66750 -2.15759
H19 5.15951 -2.92226 0.16362
N9 -3.31487 -6.24615 -1.26481
C27 -2.94734 -5.62219 -0.13665
S1 -3.61954 -5.99743 1.31524
C28 -1.90744 -4.54541 -0.28830
C29 -1.32526 -3.99034 0.84353
C30 -0.41171 -2.96421 0.69737
N10 -0.05197 -2.44691 -0.47796
C31 -0.59112 -3.00001 -1.56102
C32 -1.50811 -4.03889 -1.52093
H20 -4.00103 -6.97958 -1.19652
H21 -2.86582 -6.09178 -2.14767
H22 -1.60306 -4.35594 1.82176
H23 0.02652 -2.50864 1.57953
H24 -0.29838 -2.57959 -2.51729
H25 -1.90816 -4.39487 -2.46005

=====

Run two
Below is a molecular structure, C32H25CoN10O2S, with properties calculated with the ωB97M-V functional and the def2-TZVPD basis.

Multiplicity ... 2
HOMO (alpha / beta) ... -10.4222 / -10.9098 eV
Charge ... +1
Orbital gap (alpha / beta) ... 6.675 / 7.170 eV

Positions of all 71 atoms, in Å:
Co1 -0.61078 0.54257 0.30966
O1 -2.41638 -0.10123 3.78436
C1 -2.10588 0.11847 2.63766
N1 -0.89248 0.52637 2.16136
C2 0.10442 0.97137 2.97426
O2 0.04162 1.30497 4.13036
C3 1.41042 1.03977 2.17316
C4 2.58712 0.54267 2.94686
C5 3.80782 0.39757 2.42216
C6 4.20332 0.66897 1.05376
C7 3.43332 1.14607 0.07126
N2 2.05202 1.46517 0.20796
C8 -3.03618 -0.11913 1.48396
C9 -4.26518 -0.72763 1.70056
C10 -5.09488 -0.96013 0.61906
C11 -4.66498 -0.55303 -0.63754
C12 -3.41708 0.03447 -0.76924
N3 -2.60158 0.24137 0.26346
H1 2.39462 0.29677 3.98066
H2 4.60082 0.04537 3.06406
H3 5.23652 0.45197 0.82206
H4 3.80922 1.29647 -0.93104
H5 -4.53508 -0.99243 2.71086
H6 -6.05178 -1.43743 0.75256
H7 -5.28668 -0.69543 -1.50624
H8 -3.06098 0.34667 -1.74214
N4 -0.71008 -3.98853 0.61846
C13 -1.11638 -2.72563 0.42916
N5 -0.33648 -1.69753 0.45196
C14 1.02452 -1.86493 0.64996
N6 1.82532 -0.86013 0.73666
N7 1.27532 0.39617 0.82166
C15 1.76302 2.32877 1.38496
C16 0.60652 3.24727 1.15546
C17 0.69702 4.58967 1.50656
C18 -0.40488 5.40927 1.33306
C19 -1.57618 4.85707 0.83626
C20 -1.58408 3.50937 0.52706
N8 -0.51488 2.73317 0.65286
C21 1.55032 -3.21303 0.75636
C22 2.91182 -3.47293 0.90666
C23 3.35402 -4.77013 1.06966
C24 2.44262 -5.82053 1.08696
C25 1.08962 -5.58233 0.94866
C26 0.63772 -4.27953 0.77486
H9 -1.37798 -4.74683 0.64386
H10 -2.17028 -2.56983 0.23726
H11 2.63152 2.87157 1.76036
H12 1.61392 4.97157 1.92616
H13 -0.35578 6.45437 1.59266
H14 -2.46638 5.44707 0.69516
H15 -2.48468 3.02187 0.17766
H16 3.58892 -2.63473 0.90646
H17 4.40562 -4.97393 1.19426
H18 2.79172 -6.83283 1.21286
H19 0.38472 -6.39853 0.97456
N9 -0.94528 1.33647 -6.62344
C27 -0.29098 0.44417 -5.83254
S1 0.47682 -0.86313 -6.61104
C28 -0.28148 0.55397 -4.42594
C29 0.42322 -0.38293 -3.62304
C30 0.40292 -0.29943 -2.26504
N10 -0.28188 0.64707 -1.57474
C31 -0.89908 1.58757 -2.33084
C32 -0.92598 1.58987 -3.69464
H20 -0.78438 1.27227 -7.61544
H21 -1.16628 2.25057 -6.26544
H22 0.98782 -1.16203 -4.11204
H23 0.97502 -1.00953 -1.68644
H24 -1.38158 2.39047 -1.79174
H25 -1.44658 2.38877 -4.20024

=====

run one ends up most stable, edging out the next structure by 3.754 eV.